Entry 1:
{
  "formula": "C28H50ClN2O7",
  "method": "ωB97M-V/def2-TZVPD",
  "elements": ["H", "C", "H", "O", "H", "C", "C", "H", "H", "H", "H", "H", "H", "H", "C", "C", "H", "C", "N", "H", "H", "H", "C", "H", "Cl", "H", "H", "H", "C", "H", "H", "H", "H", "C", "H", "C", "H", "H", "O", "C", "H", "H", "C", "H", "H", "O", "C", "H", "C", "H", "C", "H", "N", "C", "H", "C", "H", "H", "O", "H", "C", "H", "H", "C", "O", "C", "O", "H", "H", "C", "C", "H", "C", "H", "H", "H", "H", "H", "H", "H", "H", "C", "O", "H", "C", "C", "C", "C"],
  "positions_angstrom": [[8.4395, -0.3676, -1.6164], [-1.6463, 0.7760, -2.1676], [-1.6134, -3.5600, -3.0824], [7.0695, -0.4957, 0.4844], [1.1968, 1.4906, -3.2244], [4.3512, -0.3727, -0.6187], [-2.4711, 0.1372, 0.1756], [4.6824, -1.3861, -0.8323], [2.4831, 2.8702, 10.4188], [0.1630, 0.5785, 0.6896], [-2.8527, -4.2746, -5.3464], [-0.7841, -0.7682, 2.5591], [-3.6673, -2.7036, -5.4015], [-4.7090, 0.6099, -9.9867], [0.4761, 0.1262, 3.9944], [-2.7554, -3.2379, -5.6742], [-7.4933, 0.1931, -0.8714], [8.9008, 0.3091, 1.7709], [-0.7261, 1.1165, -3.0229], [0.8971, -0.5710, 5.9680], [-0.6437, -2.0732, -3.1654], [9.7774, -0.3152, 1.9493], [-7.7465, -0.5117, -0.0825], [3.3881, 1.3733, 10.6810], [-4.3644, -1.0157, -1.4980], [9.3707, 0.9877, -0.9397], [-6.1265, 0.5108, -8.9321], [4.3337, 3.6856, 8.6887], [2.9540, -0.1925, -1.1923], [-3.2362, -0.4880, -6.6521], [2.2406, 1.0681, 1.1986], [-9.0844, -1.0469, 2.3634], [4.3764, -0.2481, 0.4587], [-1.5625, -2.5540, -3.5009], [9.2292, 1.3468, 1.6947], [-4.5028, -0.7667, -8.3560], [-1.9753, -0.1080, 1.1059], [-7.0108, -1.3174, -0.0644], [2.5292, 1.3796, 7.7189], [-3.1037, -1.1728, -0.2664], [-0.6901, -1.6889, 4.0715], [-0.0787, 0.9034, 5.9015], [4.4322, 2.6453, 8.3754], [-2.6454, -3.2095, -6.7541], [-8.0434, -0.0022, 3.3534], [-2.7877, -2.2374, 0.1449], [-7.7446, 0.2025, 1.2486], [-1.6470, -0.1953, 4.0081], [-1.5627, -2.5998, -5.0136], [1.7135, 1.3021, 10.0910], [-5.3334, -0.0704, -9.4055], [2.7790, 1.8976, -1.7136], [0.4974, 1.2415, -2.5340], [2.5900, 1.7613, 0.4351], [-2.4224, -1.9857, -3.1400], [-3.8100, 0.1214, -7.3466], [-3.1344, 0.8089, -7.8573], [-4.5490, 0.7079, -6.7976], [1.1819, 0.5566, 3.1029], [-5.7752, -0.8089, -10.0692], [-0.0990, 0.7289, -0.3515], [9.9190, -0.6737, -0.6831], [1.6588, 0.9724, 5.5555], [2.6464, 1.8584, 10.0449], [-7.4741, 1.3774, 1.3325], [-0.7443, -0.6882, 3.6429], [-4.3941, -1.9696, -8.3281], [-8.7282, -0.9411, -0.2858], [4.6797, 2.6090, 7.3173], [2.3426, 1.2246, -0.9707], [-1.3873, 0.5605, -0.7918], [3.6538, 1.9150, 0.5805], [3.1401, 1.9075, 8.6213], [-3.2244, 0.9084, 0.3233], [-7.3748, -1.4500, 2.5665], [2.2869, -0.9288, -0.7329], [8.2115, 0.2084, 2.6055], [2.9568, -0.4157, -2.2615], [2.0747, 2.7105, 0.5795], [5.0665, 0.3115, -1.0692], [-2.6437, 0.6671, -2.5610], [0.7611, 0.3767, 5.4452], [-0.6423, -2.1336, -5.6434], [5.2382, 2.1885, 8.9513], [0.8899, 1.0790, -1.2713], [8.2182, -0.1129, 0.4942], [-8.0831, -0.6260, 2.4640], [9.0374, -0.0373, -0.7703]],
  "forces_ev_per_a": [[0.0, 0.0, 0.0], [-0.1, 0.0, 0.3], [-0.1, 0.0, 0.0], [0.1, 0.0, 0.0], [-0.1, 0.0, -0.1], [-0.2, -0.1, -0.3], [0.3, -0.3, -0.3], [0.1, 0.0, 0.0], [0.1, 0.0, 0.0], [0.1, 0.0, 0.0], [-0.1, 0.0, 0.1], [0.0, -0.2, 0.0], [0.0, -0.1, 0.1], [0.0, 0.1, 0.0], [0.0, 0.0, 0.0], [0.2, 0.0, -0.1], [0.0, 0.0, 0.0], [-0.2, 0.0, 0.1], [0.2, 0.0, -0.1], [-0.1, 0.0, 0.1], [0.0, 0.0, 0.0], [0.1, 0.1, 0.0], [0.0, 0.2, 0.0], [0.0, 0.1, 0.0], [-0.2, 0.1, 0.0], [0.1, 0.0, 0.0], [0.0, 0.1, 0.0], [0.0, 0.0, 0.1], [-0.1, 0.0, 0.2], [0.0, 0.0, 0.0], [0.1, 0.0, 0.0], [0.0, -0.1, 0.0], [0.0, 0.0, 0.1], [0.2, 0.1, 0.0], [0.1, 0.0, 0.0], [0.0, 0.0, -0.1], [-0.2, 0.2, 0.3], [-0.1, -0.1, 0.0], [0.0, 0.0, 0.1], [0.1, -0.4, 0.2], [-0.1, 0.0, 0.1], [0.0, -0.1, 0.1], [0.0, -0.1, -0.2], [0.0, 0.0, 0.0], [0.0, 0.0, 0.0], [-0.1, 0.4, -0.1], [0.0, 0.0, 0.0], [0.0, -0.1, 0.1], [-0.1, 0.0, 0.0], [0.0, 0.0, 0.0], [0.0, -0.2, 0.0], [0.0, 0.1, 0.0], [0.0, 0.0, 0.1], [-0.2, 0.0, -0.1], [-0.1, -0.2, 0.0], [0.0, -0.2, 0.1], [-0.1, 0.1, 0.0], [0.0, 0.1, -0.1], [-0.1, 0.0, 0.0], [0.0, 0.0, 0.0], [-0.2, -0.2, 0.2], [0.1, 0.1, 0.0], [0.0, 0.0, 0.0], [-0.1, -0.1, -0.1], [0.1, 0.0, 0.0], [0.0, 0.1, -0.1], [0.0, 0.0, 0.1], [0.0, -0.1, 0.0], [0.0, 0.0, 0.0], [0.2, -0.5, 0.0], [-0.1, 0.0, 0.0], [0.1, 0.1, 0.0], [0.0, 0.0, 0.0], [0.0, 0.1, -0.1], [-0.1, -0.1, 0.0], [0.0, 0.0, 0.1], [0.0, 0.0, 0.0], [0.0, 0.0, -0.1], [0.0, 0.1, 0.1], [0.1, 0.1, 0.0], [0.0, 0.1, -0.2], [0.1, 0.1, -0.3], [0.0, 0.1, 0.0], [0.0, 0.1, 0.1], [0.0, 0.3, -0.3], [0.0, 0.0, 0.0], [0.0, 0.2, 0.1], [-0.2, -0.1, -0.1]],
  "mulliken_charge": [0.28, -0.69, 0.51, -0.50, 0.30, -1.57, -0.22, 0.44, 0.33, 0.24, 0.48, -0.03, 0.29, 0.32, 0.85, -1.25, 0.23, -1.12, -1.06, 0.33, 0.11, 0.34, -0.94, 0.33, -0.26, 0.33, 0.32, 0.33, -0.41, -0.05, 0.50, 0.33, 0.36, -0.37, 0.34, 0.84, -0.46, 0.18, -0.49, 0.65, 0.39, 0.35, -1.05, 0.29, 0.30, -0.44, 0.83, 0.33, 0.74, 0.28, -1.22, 0.39, 0.52, -2.06, -0.15, -0.72, 0.35, 0.32, -0.46, 0.32, 0.53, 0.35, 0.33, -1.08, -0.55, -0.76, -0.51, 0.39, 0.27, 0.37, 0.54, 0.47, 0.76, 0.57, 0.30, 0.38, 0.29, 0.44, 0.42, 0.38, 0.74, -1.33, -0.58, 0.32, -0.09, 0.79, -1.07, -1.10],
  "charge": 1,
  "e_homo_ev": -11.22,
  "max_force_ev_per_a": 0.6,
  "orbital_gap_ev": 6.986,
  "energy_ha": -2193.04181
}

***

Entry 2:
{
  "formula": "C28H50LiN2O19",
  "method": "ωB97M-V/def2-TZVPD",
  "elements": ["O", "O", "C", "O", "O", "O", "H", "H", "O", "H", "C", "O", "H", "H", "H", "C", "H", "C", "H", "C", "H", "H", "C", "C", "H", "H", "O", "H", "H", "O", "C", "H", "C", "N", "H", "O", "H", "H", "C", "H", "H", "H", "H", "O", "H", "H", "H", "H", "H", "Li", "C", "O", "N", "C", "H", "O", "O", "H", "O", "C", "H", "C", "H", "H", "H", "C", "C", "H", "C", "C", "H", "H", "H", "C", "O", "C", "O", "H", "C", "H", "H", "C", "C", "C", "H", "O", "H", "H", "H", "H", "H", "O", "H", "H", "H", "C", "C", "C", "C", "H"],
  "positions_angstrom": [[1.3975, 4.6739, 4.1701], [-3.7565, -4.7771, -2.8489], [-3.7695, 5.1219, 2.1201], [0.9325, 0.6829, -0.3769], [-0.4065, 1.3109, 1.2261], [-1.0495, -1.0351, -3.6249], [8.0035, -5.0821, -2.4869], [0.8625, -4.0191, 0.8021], [0.7315, -1.8641, -4.6259], [3.3205, -5.2311, 0.3541], [5.2545, -4.0781, -1.3689], [-3.7135, 0.6859, -0.1659], [-0.8355, 5.3279, 3.1821], [-3.5025, -3.0481, 0.7871], [2.6475, -4.1331, -1.6109], [-3.8825, -3.1571, -1.3619], [3.8005, -4.3521, 1.6331], [-4.6555, 1.4649, -0.9179], [-1.2435, 5.2579, -0.3199], [-5.7025, 1.7639, 0.1321], [2.6045, 2.8129, 1.5721], [3.9245, 2.8089, 4.6961], [0.1115, -0.9951, -4.1779], [-1.4535, 0.1589, -3.0759], [0.1225, 1.2929, -2.7589], [5.6565, -3.0501, 0.3681], [-2.8885, 5.7669, 2.7731], [6.8535, -5.5101, -2.9179], [-6.8345, 3.3699, -1.1959], [6.6445, -3.8521, -1.7709], [1.9825, 3.6669, 2.1611], [-2.5095, -2.2891, -0.4549], [3.5195, 3.6369, 4.2001], [3.3415, -3.0171, 0.0731], [1.3065, -2.7291, -1.0099], [-5.1015, 1.5869, 1.3361], [-3.4475, -2.8841, -3.3579], [-0.0455, 2.7779, -4.8589], [4.7455, -2.8901, -0.5079], [2.8805, -2.2571, -1.7219], [-1.6045, 2.0129, -5.7079], [-4.2095, 2.2929, -1.1739], [2.0565, -1.6091, 1.1941], [-5.2025, -6.2071, -1.8999], [-5.1475, 0.9709, -1.7839], [4.3365, 4.0849, 3.4161], [-1.2655, 6.4459, 1.7001], [-2.1885, -3.9091, 0.0571], [7.1975, -5.9211, -1.3739], [-1.2135, -0.2021, 2.3861], [2.1465, 5.3229, 4.9341], [3.4095, 4.6969, 5.0871], [0.1075, 0.4359, 0.5271], [3.9315, -1.5831, 2.1801], [5.0725, -4.9261, -0.8049], [-3.1545, 0.4809, 2.0191], [0.4995, 0.3059, -4.3819], [-2.1095, -3.4861, -2.7209], [-3.2915, 4.3779, 1.1611], [2.0685, 3.5419, 3.6541], [4.7135, -4.2371, -2.3649], [3.0915, -1.6331, 0.8421], [0.9705, 3.6629, 1.8411], [-1.5725, 3.2949, 1.9371], [-2.3055, 0.5399, -3.4949], [-1.6065, 5.5289, 2.3051], [-6.3975, 3.1349, -0.0749], [-5.6805, 3.9129, 0.1231], [1.6695, -4.2611, 1.5071], [3.1155, -4.1651, 0.8661], [-1.6515, 3.8669, -0.8229], [-1.5255, 2.9339, -4.2049], [1.6795, 2.5779, 4.1831], [-3.9295, 0.8719, 1.1181], [-4.8595, -4.1871, -1.1449], [-4.6145, -5.1591, -1.9939], [-0.3305, -0.7001, 0.5941], [3.7635, -0.6951, 2.8431], [-2.9875, -3.1301, -0.1009], [-6.4635, 0.9419, -0.0399], [2.5795, 4.5289, 1.7511], [-1.0105, 2.2819, -4.6599], [-1.2085, 4.3019, 0.0921], [-3.1585, -3.4111, -2.5469], [1.5005, -3.7571, 2.6611], [-5.0065, 5.3419, 2.3971], [1.3635, -5.4501, 1.7631], [-4.3375, -2.1571, -1.1879], [4.9945, -1.9821, -0.9569], [-1.4445, 0.2949, -2.0929], [-7.1645, 2.9989, 0.7311], [1.7985, 6.3969, 5.6411], [3.2705, -0.7471, 0.2991], [-0.2805, 3.8209, 0.2731], [3.4425, -2.1851, 2.7261], [-0.4025, 1.1389, -3.6919], [7.1545, -5.1461, -2.0639], [-1.9225, 4.1999, 1.3811], [2.5225, -3.0131, -1.1369], [4.9485, -1.5961, 2.1611]],
  "forces_ev_per_a": [[-2.0, -1.5, -1.7], [3.6, 0.7, -3.1], [-8.6, 1.9, 1.7], [-0.1, 0.5, 1.0], [0.2, 0.8, 1.5], [-2.6, -2.7, 1.9], [7.4, 1.6, -1.5], [0.3, 0.5, 0.4], [1.5, -3.2, -0.5], [-0.8, 2.8, 0.0], [-0.6, 2.2, -3.4], [0.5, -0.8, -0.4], [-1.8, 0.4, -1.8], [-1.3, 0.6, 1.8], [-0.6, 3.2, 0.9], [-1.1, 0.9, 6.7], [1.4, 0.9, 1.4], [-2.9, -3.4, 1.2], [0.9, 2.2, 0.1], [-2.9, -0.5, -4.3], [-1.8, 1.4, 1.6], [0.3, -1.4, 0.6], [1.2, 3.4, -1.8], [1.8, 1.9, -4.6], [0.5, 2.4, -0.2], [-3.0, 0.9, -1.8], [1.6, 1.5, 2.3], [-4.0, -2.2, -4.5], [0.9, -1.2, 3.0], [-1.9, -1.2, 1.9], [3.0, -2.0, -2.0], [2.0, 2.5, 0.8], [1.2, 3.2, -3.1], [1.4, 4.0, -1.0], [3.5, -1.0, 0.2], [3.2, -1.2, 2.0], [-1.3, 2.1, -2.6], [-0.6, 0.2, -0.9], [4.4, -3.5, 3.2], [0.9, 1.7, -2.0], [1.9, 0.0, 2.9], [2.7, 4.4, -1.7], [0.0, -0.4, -0.7], [0.8, 0.3, -0.7], [0.9, -0.1, 0.6], [-2.0, -1.7, 1.2], [-0.3, -1.5, 0.7], [-1.0, 0.3, -0.7], [-0.4, -0.8, 2.1], [-0.8, 0.5, -0.8], [1.9, 7.1, 7.6], [-2.1, 2.3, 1.3], [1.0, 1.4, -3.6], [-0.9, 5.1, -3.4], [0.4, -2.0, 1.1], [-2.1, 0.9, -2.1], [-0.3, -0.6, 0.0], [1.0, -0.2, 1.2], [-0.6, -1.7, -0.4], [1.2, -2.6, 0.1], [0.3, 0.4, 1.3], [0.7, -1.1, 3.0], [-0.7, 0.0, -0.5], [-1.2, 0.4, -0.3], [-3.0, -0.1, -0.8], [2.5, -1.1, -0.5], [-1.0, -1.1, -0.8], [0.0, 0.4, 0.5], [-1.0, -2.3, 2.9], [-2.3, -5.0, 1.2], [-0.3, -1.2, 0.9], [-4.2, 4.7, 3.8], [-0.2, 1.7, -1.4], [0.6, 0.1, 2.8], [-0.3, 2.2, 0.6], [-2.8, -2.2, 1.7], [-0.9, -3.0, 1.5], [-0.3, 0.2, -1.4], [1.5, -2.2, -2.1], [0.4, 0.8, 0.7], [-1.0, -0.3, 0.9], [5.1, -5.6, -3.9], [-0.6, -1.5, -1.2], [-0.7, -4.2, -2.4], [0.7, -1.0, -3.6], [4.9, -1.8, -1.9], [1.3, 3.1, -0.7], [-0.4, -0.7, -1.2], [-0.5, 1.7, -0.6], [0.0, -0.6, 4.4], [0.1, 1.4, -1.0], [2.2, -6.3, -4.5], [0.3, 0.3, -1.7], [1.3, 0.2, -0.6], [-2.4, -5.5, 4.4], [-1.5, 0.1, 0.1], [-2.6, 2.1, 3.3], [2.2, 2.0, 0.8], [-4.8, -3.7, -0.4], [2.8, -0.9, -0.5]],
  "mulliken_charge": [-0.07, -0.41, 0.54, -0.67, -0.68, -0.23, 0.57, 0.22, -0.52, 0.45, -0.89, 0.31, 0.11, 0.52, 0.31, 0.87, 0.67, -0.85, 0.64, 0.38, 0.22, 0.32, 0.54, -0.10, 0.13, 0.19, -0.30, 0.51, 0.28, -0.37, -0.53, 0.05, -0.43, 0.75, 0.04, -0.28, 0.39, 0.42, -0.55, 0.67, 0.26, 0.40, -0.11, -0.59, 0.35, 0.23, 0.24, 0.22, 0.40, 0.90, 0.51, -0.33, 1.15, -1.72, 0.55, -0.69, -0.39, 0.34, -0.24, 0.40, 0.27, -0.07, -0.40, -0.01, 0.40, -0.11, -1.04, 0.21, -0.95, -0.58, 0.16, 0.57, 0.13, 0.37, -0.40, 0.63, -0.70, 0.29, -1.08, 0.32, 0.43, -1.49, -1.35, -0.32, 0.18, -0.66, 0.35, -0.22, 0.49, -0.08, 0.32, -0.61, 0.70, 0.15, 0.52, 0.49, -1.30, 0.89, -1.06, 0.45],
  "charge": 1,
  "e_homo_ev": -12.12,
  "max_force_ev_per_a": 10.6,
  "orbital_gap_ev": 8.802,
  "e_above_lowest_kj_mol": 210.2,
  "energy_ha": -2642.77189
}

***

Record order is preserved below.
M: 562.168 725.644 g/mol